Here is a cluster of 2 separate species, C15H18O2 in total at a distorted geometry from OMol25. Energies are from ωB97M-V/def2-TZVPD.

Last column: Mulliken charge in e.
CARTESIAN COORDINATES (ANGSTROEM)
C -2.626 -0.074 -2.676  -1.32
C -1.269 0.599 -2.096  0.58
C -1.731 1.247 -0.790  0.21
C -2.383 2.468 -0.846  -0.53
C -2.551 3.163 0.396  -0.50
C -2.068 2.601 1.619  0.45
O -2.289 3.349 2.795  -0.55
C -1.287 1.368 1.662  -0.57
C -1.168 0.703 0.408  0.04
H -3.269 0.540 -3.205  0.38
H -3.254 -0.357 -1.816  0.38
H -2.396 -0.988 -3.308  0.34
H -0.553 -0.204 -1.883  -0.68
H -0.699 1.346 -2.671  0.41
H -3.097 2.757 -1.650  0.25
H -3.244 3.988 0.275  0.27
H -3.175 3.683 2.728  0.31
H -0.776 0.925 2.531  0.44
H -0.365 0.077 0.277  0.10
C 0.003 -3.489 0.594  -1.41
C 1.111 -2.542 0.302  0.97
C 1.201 -1.960 -0.997  -0.83
C 2.335 -1.210 -1.241  -0.35
C 3.382 -1.229 -0.265  0.57
O 4.382 -0.384 -0.645  -0.56
C 3.328 -1.851 0.957  -0.72
C 2.173 -2.544 1.238  -0.70
H 0.200 -4.492 0.780  0.46
H -0.782 -3.587 -0.213  0.28
H -0.423 -2.984 1.563  0.26
H 0.431 -2.037 -1.726  0.56
H 2.661 -0.846 -2.185  0.44
H 4.765 0.120 0.136  0.33
H 4.137 -1.798 1.689  0.38
H 2.389 -3.366 1.887  0.33

**E_HOMO**: -8.25 eV
**Electronic energy**: -732.747945 a.u.
**LUMO level**: 0.75 eV
**Energy relative to the best compared isomer or geometry (same formula, charge and spin)**: 310.8 kJ/mol
**SMILES**: CCc1ccc(O)cc1.Cc1ccc(O)cc1

---

Here is the molecule C2H3NP2 at a distorted geometry from OMol25. Energies are from ωB97M-V/def2-TZVPD.

Last column: Mulliken charge in e.
CARTESIAN COORDINATES (ANGSTROEM)
C 1.936 0.499 -0.511  -0.29
P 0.971 -0.785 0.272  -0.01
P -1.134 -1.044 -0.433  0.03
C -1.357 0.576 0.411  0.11
N -1.254 1.028 -0.682  -0.39
H 1.085 1.139 -0.530  0.17
H 1.424 -2.064 0.017  0.06
H -1.671 0.651 1.456  0.32

**E_HOMO (alpha / beta)**: -8.72 / -8.72 eV
**Electronic energy**: -815.236726 a.u.
**LUMO level (alpha / beta)**: -0.91 / -0.92 eV
**Energy relative to the best compared isomer or geometry (same formula, charge and spin)**: 496.1 kJ/mol
**SMILES**: C#[PH]P1C=N1

---

Here is a cluster of 2 separate species, C15H29N3O5S in total at a distorted geometry from OMol25. Energies are from ωB97M-V/def2-TZVPD.

Last column: Mulliken charge in e.
CARTESIAN COORDINATES (ANGSTROEM)
C 1.223 -1.785 4.264  -1.79
C 0.220 -1.750 3.105  1.46
C 0.742 -2.698 2.009  -1.53
C -1.191 -2.171 3.591  -1.52
C -2.401 -1.466 2.904  0.35
C -2.275 -1.496 1.375  -0.25
O -1.630 -0.635 0.789  -0.70
O -2.875 -2.525 0.740  -0.48
C -2.691 -0.035 3.425  0.23
C -3.151 -0.032 4.888  -1.34
S -4.070 0.730 2.471  -0.26
H 2.218 -1.488 3.918  0.41
H 1.288 -2.793 4.687  0.38
H 0.918 -1.094 5.055  0.43
H 0.184 -0.725 2.725  -0.09
H 0.073 -2.728 1.146  0.30
H 1.724 -2.366 1.659  0.40
H 0.842 -3.717 2.397  0.47
H -1.298 -3.250 3.436  0.40
H -1.260 -2.020 4.671  0.45
H -3.287 -2.063 3.143  0.58
H -2.702 -2.378 -0.202  0.43
H -1.793 0.584 3.318  0.21
H -2.338 -0.325 5.557  0.32
H -3.991 -0.719 5.029  0.35
H -3.474 0.973 5.180  0.42
H -4.292 1.860 3.178  0.16
C 4.087 0.966 -3.761  -0.76
N 3.029 -0.040 -3.683  -0.08
C 1.736 0.160 -3.404  -0.08
O 0.986 -0.809 -3.339  -0.73
C 1.197 1.579 -3.095  0.46
C 0.522 1.625 -1.714  -1.18
C 1.479 1.206 -0.613  0.56
N 1.014 0.492 0.381  0.01
O 2.659 1.507 -0.634  -0.71
N 0.225 2.028 -4.095  -0.18
C 0.559 2.465 -5.307  0.68
C -0.582 2.808 -6.237  -1.24
O 1.716 2.602 -5.680  -0.63
H 3.848 1.703 -4.531  0.23
H 5.036 0.491 -4.014  0.34
H 4.196 1.471 -2.798  0.25
H 3.282 -1.001 -3.846  0.27
H 2.031 2.282 -3.084  0.56
H 0.182 2.636 -1.500  0.44
H -0.339 0.956 -1.709  0.45
H 0.044 0.193 0.402  0.13
H 1.681 0.203 1.070  0.13
H -0.751 1.915 -3.882  0.28
H -1.179 3.605 -5.799  0.32
H -1.196 1.924 -6.397  0.33
H -0.172 3.144 -7.189  0.34

**E_HOMO**: -9.15 eV
**Electronic energy**: -1527.705205 a.u.
**LUMO level**: 0.48 eV
**SMILES**: CC(C)C[C@H](C(=O)O)[C@H](C)S.CNC(=O)[C@H](CC(N)=O)NC(C)=O

---

Here is a cluster of 2 separate species, C9H23N2Si in total at a distorted geometry from OMol25. Energies are from ωB97M-V/def2-TZVPD.

Last column: Mulliken charge in e.
CARTESIAN COORDINATES (ANGSTROEM)
C 2.547 -2.671 0.079  -1.28
C 2.737 -1.598 -0.682  0.02
C -2.238 1.093 -1.031  -1.05
C -1.568 1.855 1.376  -1.09
C -2.476 -1.973 0.774  -0.90
C -1.406 -1.909 -1.348  -1.24
C 2.660 2.669 0.740  -0.87
C 3.193 -0.297 -0.101  -0.60
C -0.642 -0.163 0.273  -0.80
N -1.665 0.894 0.329  0.35
N -1.193 -1.497 0.020  0.15
Si 2.393 1.319 -0.550  0.30
H 2.377 -3.540 -0.409  0.43
H 2.982 -2.823 0.980  0.41
H 2.397 -1.419 -1.661  0.41
H -3.352 0.831 -1.092  0.29
H -2.235 2.177 -1.284  0.36
H -1.716 0.556 -1.877  0.32
H -1.255 1.516 2.342  0.38
H -1.008 2.714 1.175  0.36
H -2.657 2.051 1.666  0.36
H -2.429 -2.870 1.218  0.40
H -2.738 -1.167 1.450  0.35
H -3.229 -1.782 -0.030  0.32
H -1.446 -2.960 -1.462  0.46
H -2.205 -1.523 -1.855  0.56
H -0.530 -1.606 -1.959  0.33
H 2.677 2.251 1.752  0.32
H 3.646 3.264 0.491  0.33
H 1.833 3.444 0.524  0.23
H 4.259 -0.105 -0.354  0.45
H 3.021 -0.259 1.037  0.29
H -0.024 -0.183 1.202  0.36
H -0.490 -2.096 0.426  0.35
H 1.580 1.898 -1.626  -0.08

**E_HOMO (alpha / beta)**: -9.23 / -10.70 eV
**Electronic energy**: -755.220506 a.u.
**Net charge**: +1
**LUMO level (alpha / beta)**: -4.03 / -3.20 eV
**Energy relative to the best compared isomer or geometry (same formula, charge and spin)**: 630.8 kJ/mol

---

Here is the molecule C2H6N4O at a distorted geometry from OMol25. Energies are from ωB97M-V/def2-TZVPD.

Last column: Mulliken charge in e.
CARTESIAN COORDINATES (ANGSTROEM)
H -2.406 -1.910 -0.496  0.29
N -1.665 -1.084 -0.742  -0.52
C -1.829 -0.463 0.364  0.00
N -1.284 0.832 0.695  -0.44
N -0.315 1.259 -0.316  -0.19
C 0.953 0.749 -0.475  -0.09
N 1.292 -0.505 0.108  -0.25
O 2.673 -0.504 0.246  -0.46
H -2.757 -0.861 1.063  0.26
H -0.600 0.736 1.612  0.34
H -0.901 1.295 -1.074  0.31
H 1.904 1.155 -1.155  0.33
H 2.439 -1.618 0.534  0.43

**E_HOMO**: -8.26 eV
**Electronic energy**: -373.826403 a.u.
**LUMO level**: 0.80 eV
**Energy relative to the best compared isomer or geometry (same formula, charge and spin)**: 745.6 kJ/mol
**SMILES**: [H]/N=C/NN/C=N/O